1.
Molecular formula: C18H13IN3O3RhS2
Method: DFT, ωB97M-V/def2-TZVPD

```
41
C18H13IN3O3RhS2 ωB97M-V/def2-TZVPD
Rh 1.25400 0.24902 0.13085
C -3.56386 -4.76220 0.80310
O -4.29311 -3.58255 0.51418
C -3.60250 -2.43495 0.37438
C -4.36430 -1.29946 0.02348
C -3.73513 -0.10328 -0.14455
C -2.33762 0.05386 -0.00481
C -1.72771 1.32664 -0.27630
C -2.59674 2.55910 -0.39132
O -0.50793 1.49284 -0.46257
C -1.56123 -1.09193 0.37483
O -0.29042 -1.09853 0.60129
C -2.24566 -2.32023 0.56436
H -4.28636 -5.57301 0.79064
H -3.09774 -4.70677 1.78981
H -2.79325 -4.94734 0.05219
H -5.43198 -1.39841 -0.11566
H -4.33265 0.75602 -0.42030
H -3.05269 2.60215 -1.38237
H -1.96224 3.43516 -0.27144
H -3.38471 2.56951 0.35894
H -1.62606 -3.15638 0.85453
S 3.02087 -1.22481 0.96118
C 3.30845 -1.62015 -0.68359
S 2.26622 -0.83582 -1.80374
C 4.31837 -2.51251 -1.04217
C 4.57828 -2.85385 -2.39358
N 4.80886 -3.14100 -3.48464
C 5.15991 -3.09482 -0.05382
N 5.85991 -3.54173 0.74380
I 0.15560 5.73410 1.57731
C 1.54363 4.34098 0.84746
C 2.55700 4.73164 -0.01231
C 3.44769 3.76194 -0.45064
C 3.27418 2.45351 -0.04564
N 2.27470 2.07773 0.76291
C 1.43318 3.01559 1.21933
H 2.65265 5.75822 -0.33670
H 4.26830 4.02992 -1.10118
H 3.94818 1.67054 -0.37043
H 0.66390 2.68123 1.90317
```

As for the HOMO energy (alpha / beta): -7.83 / -8.13 eV. As for the expectation value of S²: 6.07. For the energy, the calculation gives -62265.899 eV. Its energy relative to the best compared isomer or geometry (same formula, charge and spin) is 0.0 kcal per mole. Its largest force on an atom is 1.15 eV Å⁻¹. The gap between HOMO and LUMO (alpha / beta) is 7.4 / 4.9 eV. As for the spin multiplicity: 5.

2.
Molecular formula: C18H13N4O4Pt
Method: DFT, ωB97M-V/def2-TZVPD

```
40
C18H13N4O4Pt ωB97M-V/def2-TZVPD
Pt -0.03043 0.39712 -0.54859
C 4.10641 1.09789 -1.43453
C 2.70722 1.13022 -1.49166
N 1.97402 0.53623 -0.56614
C 2.58259 -0.11592 0.45480
C 3.96465 -0.18762 0.58965
C 4.73531 0.44443 -0.40557
C 4.50318 -0.87379 1.73083
C 3.68913 -1.40342 2.67085
C 2.25962 -1.30972 2.55618
C 1.35704 -1.77142 3.53112
C 0.01362 -1.57022 3.34521
C -0.44053 -0.95666 2.17301
N 0.37945 -0.55999 1.21515
C 1.71959 -0.69646 1.42766
H 4.67021 1.59713 -2.20876
H 2.16631 1.63726 -2.27943
H 5.81591 0.41337 -0.34899
H 5.57812 -0.94668 1.83060
H 4.10218 -1.90390 3.53668
H 1.72823 -2.25645 4.42478
H -0.70909 -1.87684 4.08723
H -1.49213 -0.77493 2.01818
C -3.26886 -1.59491 0.37191
C -3.15218 -0.39669 -0.49823
N -2.05367 0.25212 -0.85864
C -2.42515 1.18839 -1.80460
C -3.76886 1.13614 -1.98090
N -4.20111 0.14663 -1.14161
C -4.76252 1.84926 -2.83698
O -4.29171 2.71844 -3.70028
O -5.92687 1.57846 -2.69966
C -1.36217 1.91047 -2.53173
O -1.61939 2.74681 -3.37569
O -0.16532 1.52359 -2.19870
H -2.28908 -2.02891 0.54687
H -3.87334 -2.34859 -0.13303
H -3.74824 -1.36248 1.32362
H -5.17334 -0.12899 -1.09060
H -3.29876 2.76062 -3.70001
```

As for the HOMO energy: -12.57 eV. For the energy, the calculation gives -36272.196 eV. Its energy relative to the best compared isomer or geometry (same formula, charge and spin) is 0.0 kcal per mole. Its largest force on an atom is 0.23 eV Å⁻¹. The gap between HOMO and LUMO is 8.4 eV. Its charge is +1.

3.
Molecular formula: C18H14AsIN3O8PtS3
Method: DFT, ωB97M-V/def2-TZVPD

```
49
C18H14AsIN3O8PtS3 ωB97M-V/def2-TZVPD
Pt -0.72242 0.28757 0.12420
S -3.01738 0.80623 0.01959
C -3.13634 1.50237 -1.56457
C -4.19592 2.32988 -1.92516
C -4.24938 2.89969 -3.19128
C -5.34379 3.76718 -3.52540
N -6.22967 4.45083 -3.78862
C -3.23532 2.63509 -4.12582
C -2.18605 1.79005 -3.77391
C -2.14784 1.20864 -2.51562
S -0.97859 -0.01388 -2.10805
C -3.26357 3.21953 -5.43470
N -3.28725 3.67531 -6.49024
H -4.98289 2.54886 -1.21563
H -1.40332 1.58254 -4.49152
O 0.90147 -3.16684 2.58398
As 0.35174 -1.48939 2.80096
O 0.11910 -1.28911 4.39208
O -0.85971 -1.17820 1.69372
C 1.98085 -0.55053 2.30544
C 3.03491 -0.92625 3.13339
C 4.22782 -0.22746 3.15518
C 4.38199 0.89206 2.35341
C 3.36056 1.25618 1.49994
C 2.13499 0.56189 1.45307
S 1.01398 2.36664 2.87231
O 1.39291 3.45011 2.03356
O 1.73675 2.14967 4.07635
O -0.24760 1.73016 2.67777
H 0.69764 -3.61428 3.41490
H 2.91248 -1.76592 3.80563
H 5.02428 -0.54560 3.81579
H 5.29815 1.46725 2.38175
H 3.47657 2.11607 0.85060
N 0.52003 -4.87922 -0.00216
C 0.12561 -3.62003 -0.34515
O 0.91484 -2.73986 -0.61907
C -1.36871 -3.38015 -0.38055
I -2.31213 -4.49280 -1.94032
H 1.48061 -4.96492 0.28582
H -0.14469 -5.49262 0.43622
H -1.56507 -2.33463 -0.57716
H -1.84823 -3.68111 0.54655
C 2.22293 -0.05582 -0.94827
C 1.41708 0.67300 0.11416
O 0.71798 1.70192 -0.24019
H 3.15799 0.49397 -1.09567
H 1.67784 -0.08217 -1.88824
H 2.44473 -1.07192 -0.63907
```

As for the HOMO energy: -5.32 eV. For the energy, the calculation gives -144436.060 eV. Its energy relative to the best compared isomer or geometry (same formula, charge and spin) is 83.0 kcal per mole. Its largest force on an atom is 0.99 eV Å⁻¹. The gap between HOMO and LUMO is 6.6 eV. Its charge is -1.

4.
Molecular formula: C18H14BrClN2O10P
Method: DFT, ωB97M-V/def2-TZVPD

```
47
C18H14BrClN2O10P ωB97M-V/def2-TZVPD
O -0.72905 -0.28860 -0.60404
C -0.26860 0.81738 0.04016
Cl 1.00440 0.59785 1.38193
C -0.91485 2.28911 -0.39197
N -2.43482 2.12907 -0.14792
C -2.86034 2.44778 1.26385
C -4.48268 2.26541 1.63307
C -5.44118 1.71454 0.38502
P -7.30746 1.35098 0.49894
O -7.47314 -0.28174 -0.18214
Br -8.49843 2.69744 -0.92142
C -4.60429 1.46377 -1.04254
N -3.14181 1.68431 -1.22126
H -0.54593 3.13516 0.35685
H -0.66488 2.60086 -1.49258
H -2.13706 2.79794 2.11703
H -4.94430 2.49940 2.68445
H -6.51259 -0.60321 -0.31980
H -5.28687 1.04058 -1.92597
C 3.20112 1.88171 -2.80033
C 4.01631 1.43858 -3.75941
C 3.57682 1.37703 -5.18092
O 4.35458 0.98309 -6.04285
C 2.20163 1.79454 -5.49580
C 1.38548 2.23435 -4.53606
C 1.83422 2.32180 -3.11933
O 1.06720 2.74753 -2.26224
O 0.09096 2.62574 -4.82456
O 5.30159 1.02076 -3.46681
H 3.50832 1.93384 -1.76340
H 1.88927 1.72793 -6.53007
H -0.29514 2.90363 -3.96537
H 5.68956 0.74862 -4.32686
C 1.08037 -4.32744 4.95776
C 2.30085 -4.83357 5.14474
C 3.41440 -4.53642 4.20169
O 4.52983 -5.00056 4.41005
C 3.12248 -3.68710 3.03634
C 1.90107 -3.18390 2.84768
C 0.79508 -3.45863 3.80552
O -0.31224 -2.96694 3.61519
O 1.61912 -2.38719 1.75317
O 2.57588 -5.65311 6.22401
H 0.26237 -4.53343 5.63655
H 3.93627 -3.49365 2.34928
H 0.67089 -2.14760 1.84229
H 3.52554 -5.88771 6.13810
```

As for the HOMO energy: -11.48 eV. For the energy, the calculation gives -134185.235 eV. Its largest force on an atom is 9.69 eV Å⁻¹. The gap between HOMO and LUMO is 5.4 eV. Its charge is +1.